[1]
Computed, not measured: a structure of composition C25H30Br2F2GaN2O3S2 at a distorted geometry, with wB97M-V/def2-TZVPD.

Summary:
Total charge: -1
Electronic energy (Ha): -9374.784368
Kohn-Sham gap (Ha): 0.2809
Maximum force (eV Å⁻¹): 3.9

Atoms and positions in Å:
C -4.946 -0.665 4.367
C -5.421 0.123 3.065
C -5.622 -0.894 1.849
C -4.564 -0.578 0.707
O -3.863 -1.759 0.292
Ga -2.049 -1.353 -0.096
C -2.073 0.298 -1.327
C -1.021 0.162 -2.502
C -0.602 1.618 -3.001
S 0.406 2.384 -1.672
C 2.105 1.790 -1.900
S 2.529 0.733 -3.090
N 3.053 2.299 -0.912
C 4.042 3.195 -1.484
C 5.113 2.827 -2.405
C 6.026 3.864 -2.899
C 5.896 5.278 -2.548
C 4.807 5.656 -1.632
C 3.920 4.615 -1.117
C 3.620 1.243 -0.101
C 5.022 1.087 0.260
C 5.434 -0.070 1.081
C 4.479 -1.080 1.553
C 3.062 -0.892 1.224
C 2.655 0.239 0.419
C -1.322 -3.038 -1.046
Br 0.652 -3.063 -1.164
C -1.806 -4.379 -0.269
C -2.154 -5.547 -1.273
Br -0.274 -5.062 0.827
N -0.941 -1.101 1.515
C -1.110 0.173 2.096
O -0.751 1.197 1.594
F -1.756 0.296 3.339
C -1.256 -2.076 2.550
O -2.341 -2.427 2.870
F -0.167 -2.605 3.221
H -4.830 -1.767 4.198
H -5.696 -0.545 5.196
H -3.961 -0.266 4.746
H -4.695 0.934 2.791
H -6.398 0.625 3.320
H -5.485 -1.956 2.182
H -6.678 -0.808 1.471
H -3.778 0.164 1.047
H -5.085 -0.108 -0.186
H -1.992 1.243 -0.730
H -3.100 0.311 -1.803
H -1.537 -0.338 -3.372
H -0.123 -0.427 -2.173
H -0.011 1.541 -3.960
H -1.510 2.246 -3.186
H 5.216 1.755 -2.687
H 6.871 3.589 -3.583
H 6.551 6.090 -2.928
H 4.634 6.719 -1.335
H 3.093 4.946 -0.439
H 5.781 1.830 -0.078
H 6.503 -0.242 1.362
H 4.798 -1.973 2.147
H 2.271 -1.600 1.566
H 1.564 0.346 0.192
H -1.834 -3.064 -2.049
H -2.685 -4.177 0.394
H -2.260 -6.515 -0.700
H -3.119 -5.382 -1.821
H -1.285 -5.659 -1.970

[2]
Computed, not measured: a structure of composition C12H8MoN3O5S at a distorted geometry, with wB97M-V/def2-TZVPD.

Summary:
Total charge: +3
Electronic energy (Ha): -1467.773341
Kohn-Sham gap (Ha): 0.2109
Maximum force (eV Å⁻¹): 5.2

Atoms and positions in Å:
Mo -3.493 -0.618 0.274
O -0.095 0.953 5.005
C -0.772 0.560 3.999
C -1.018 -0.816 3.663
C -1.763 -1.099 2.551
N -2.302 -0.131 1.774
C -2.035 1.177 2.031
C -1.307 1.569 3.119
C -2.662 2.034 0.924
O -2.607 3.189 0.759
O -3.340 1.119 0.118
C -2.144 -2.470 1.974
O -1.815 -3.536 2.324
O -2.977 -2.177 0.904
H 0.318 0.291 5.598
H -0.620 -1.624 4.268
H -1.108 2.613 3.344
C -6.690 -2.442 -4.467
C -5.694 -1.981 -3.527
C -4.310 -1.833 -3.819
C -3.487 -1.416 -2.806
N -3.936 -1.141 -1.558
C -5.315 -1.287 -1.338
S -5.877 -0.906 0.280
N -6.099 -1.676 -2.281
H -6.281 -2.664 -5.451
H -7.519 -1.721 -4.547
H -7.222 -3.318 -4.064
H -3.910 -2.054 -4.799
H -2.417 -1.291 -2.981